# 1
The following is a DFT calculation (ωB97M-V/def2-TZVPD) of a molecular structure, C28H33N7O5SSeTc in a non-equilibrium geometry.

Structure (XYZ):
```
76
Properties=species:S:1:pos:R:3:mulliken_spin:R:1
Tc -0.468 -0.527 -0.004 0.96
O 2.356 1.744 1.791 0.03
C 1.368 1.412 1.197 0.00
O 1.017 0.112 0.987 0.05
C 0.346 2.292 0.534 -0.01
C 0.306 3.676 0.514 0.00
C -0.737 4.286 -0.178 0.00
C -1.692 3.512 -0.830 0.00
C -1.567 2.134 -0.758 0.00
N -0.576 1.566 -0.084 -0.02
C -2.456 1.096 -1.399 0.00
O -3.429 1.289 -2.062 0.02
O -1.947 -0.134 -1.120 0.02
H 1.068 4.246 1.025 0.00
H -0.802 5.363 -0.213 0.00
H -2.509 3.951 -1.385 0.00
N -1.737 -0.393 1.741 -0.02
C -2.755 -1.403 2.136 0.00
C -2.251 -2.852 2.182 0.00
C -0.749 -3.021 2.446 0.00
C 0.047 -3.429 1.212 0.00
N -0.360 -2.670 -0.016 -0.02
H -1.123 -0.238 2.558 0.00
H -2.250 0.489 1.669 0.00
H -3.595 -1.313 1.446 0.00
H -3.111 -1.109 3.126 0.00
H -2.541 -3.380 1.271 0.00
H -2.817 -3.350 2.969 0.00
H -0.586 -3.807 3.186 0.00
H -0.328 -2.119 2.893 0.00
H -0.101 -4.491 0.995 0.00
H 1.116 -3.261 1.363 0.00
H -1.293 -2.996 -0.281 0.00
H 0.251 -2.968 -0.778 0.00
Se 0.163 -0.075 -3.380 0.01
N 0.752 -0.614 -1.751 -0.02
C 1.998 -1.064 -1.882 -0.01
C 2.818 -1.604 -0.853 0.01
C 4.065 -2.034 -1.191 0.00
C 4.577 -1.950 -2.524 0.00
C 3.830 -1.430 -3.531 0.00
C 2.509 -0.975 -3.233 0.00
N 1.688 -0.465 -4.129 0.01
H 2.491 -1.653 0.178 0.00
H 4.698 -2.445 -0.417 0.00
H 5.578 -2.304 -2.717 0.00
H 4.189 -1.348 -4.545 0.00
C 5.806 0.023 5.853 0.00
C 4.359 0.386 5.554 0.00
C 3.409 -0.671 6.110 0.00
N 2.004 -0.361 5.830 0.00
C 1.399 -0.377 4.654 0.00
S -0.027 0.475 4.382 0.01
N 1.959 -1.080 3.601 0.00
C 2.470 -2.363 3.439 0.00
O 3.022 -2.605 2.382 0.00
C 2.346 -3.369 4.523 0.00
C 1.238 -3.421 5.367 0.00
C 1.151 -4.420 6.323 0.00
C 2.171 -5.356 6.450 0.00
C 3.270 -5.313 5.605 0.00
C 3.356 -4.329 4.634 0.00
H 6.484 0.772 5.452 0.00
H 6.070 -0.937 5.412 0.00
H 5.982 -0.043 6.925 0.00
H 4.206 0.476 4.478 0.00
H 4.112 1.356 5.991 0.00
H 3.496 -0.733 7.194 0.00
H 3.653 -1.658 5.726 0.00
H 1.501 0.151 6.545 0.00
H 1.863 -0.613 2.711 0.00
H 0.433 -2.706 5.274 0.00
H 0.289 -4.469 6.973 0.00
H 2.104 -6.125 7.206 0.00
H 4.057 -6.046 5.701 0.00
H 4.200 -4.287 3.959 0.00
```

The calculated total energy comes out at -128608.5569 eV. The LUMO energy (spin up / spin down) is -8.22 / -7.79 eV. For the energy above the lowest of the compared OMol25 structures with the same formula, charge and spin, the calculation gives 0.051 eV. For the strongest force on any atom, the calculation gives 1.42 eV/A. As for the HOMO-LUMO gap (spin up / spin down): 5.52 / 5.95 eV. Its total charge is +2. The spin multiplicity is 2.


# 2
The following is a DFT calculation (ωB97M-V/def2-TZVPD) of a molecular structure, C25H25N6O8PdS3.

Structure (XYZ):
```
68
Properties=species:S:1:pos:R:3:lowdin_charge:R:1
Pd -0.515 0.723 -0.309 0.85
C -5.394 3.901 -3.747 -0.05
C -4.895 2.772 -2.886 -0.27
C -4.282 3.026 -1.661 -0.03
C -3.785 1.996 -0.882 -0.05
C -3.908 0.687 -1.326 -0.28
C -4.536 0.409 -2.530 -0.05
C -5.020 1.452 -3.305 -0.03
S -3.221 -0.643 -0.373 0.59
O -3.973 -1.819 -0.722 -0.29
O -3.241 -0.205 1.015 -0.35
N -1.675 -0.841 -0.799 -0.30
C -1.482 -1.052 -2.245 -0.17
C -1.084 0.241 -2.947 -0.63
O -0.828 0.277 -4.140 0.03
O -1.030 1.288 -2.173 -0.20
H -5.631 4.780 -3.147 0.07
H -6.289 3.611 -4.299 0.08
H -4.637 4.191 -4.479 0.08
H -4.196 4.048 -1.310 0.11
H -3.298 2.210 0.060 0.09
H -4.659 -0.619 -2.845 0.11
H -5.509 1.234 -4.248 0.11
H -2.380 -1.444 -2.726 0.11
H -0.694 -1.789 -2.408 0.12
N 0.150 3.838 -2.215 0.11
C 0.933 2.849 -1.745 -0.80
S 1.046 2.628 -0.045 0.69
N 1.517 2.081 -2.663 0.08
C 2.322 0.918 -2.507 -0.24
C 3.218 0.730 -1.464 -0.06
C 3.957 -0.443 -1.404 -0.07
C 3.820 -1.421 -2.377 -0.08
C 2.938 -1.215 -3.430 -0.07
C 2.192 -0.051 -3.498 -0.03
H -0.421 4.263 -1.503 0.09
H -0.338 3.657 -3.082 0.11
H 1.102 2.145 -3.586 0.15
H 3.357 1.497 -0.719 0.07
H 4.651 -0.585 -0.585 0.11
H 4.398 -2.333 -2.317 0.10
H 2.815 -1.969 -4.196 0.11
H 1.467 0.087 -4.292 0.10
O -1.902 2.165 2.017 -0.10
H -2.367 1.316 1.935 -0.01
H -1.183 2.004 2.634 0.03
O 6.137 -1.638 4.818 -0.37
S 5.922 -2.893 5.510 0.38
O 6.203 -2.866 6.930 -0.36
O 6.398 -4.071 4.805 -0.36
C 4.117 -3.140 5.427 -0.33
N 3.574 -4.042 6.253 0.12
C 2.271 -4.235 6.137 -0.12
C 1.481 -3.556 5.220 0.00
C 2.139 -2.646 4.411 -0.22
N 3.447 -2.443 4.517 0.16
C 1.458 -1.830 3.366 -0.12
C 0.100 -1.912 3.087 0.01
C -0.450 -1.130 2.089 -0.10
N 0.277 -0.264 1.370 -0.06
C 1.590 -0.182 1.639 -0.12
C 2.209 -0.934 2.613 0.02
H 1.829 -4.967 6.806 0.11
H 0.418 -3.743 5.156 0.10
H -0.552 -2.586 3.624 0.11
H -1.500 -1.187 1.853 0.08
H 2.156 0.511 1.039 0.04
H 3.270 -0.840 2.800 0.12
```

The calculated total energy comes out at -87640.9348 eV. The LUMO energy is 1.37 eV. For the energy above the lowest of the compared OMol25 structures with the same formula, charge and spin, the calculation gives 0.000 eV. For the strongest force on any atom, the calculation gives 0.87 eV/A. As for the HOMO-LUMO gap: 6.93 eV. Its total charge is -1.